A structure of composition C12H14F6NO4OsS2. Source: the OMol25 dataset; level of theory: ωB97M-V/def2-TZVPD.

```
40
Properties=species:S:1:pos:R:3:forces:R:3:mulliken_spin:R:1
Os -0.686 0.113 0.165 0.15 -0.11 -0.80 3.098
C 3.627 2.797 -1.663 0.07 -0.07 0.03 0.036
C 2.557 1.754 -2.111 -0.13 0.11 -0.15 0.023
C 3.069 0.814 -3.193 0.05 -0.07 0.06 -0.001
C 1.968 1.102 -0.926 0.02 0.03 -0.01 0.108
C 1.452 1.868 0.145 -0.32 0.09 -0.05 0.249
C 0.904 1.244 1.291 0.25 0.22 0.38 -0.093
C 1.032 -0.164 1.532 0.37 0.30 0.44 0.029
C 0.801 -0.756 2.889 -0.01 -0.09 -0.03 -0.018
C 1.532 -0.927 0.429 -0.13 -0.29 0.18 0.137
C 1.867 -0.325 -0.779 -0.28 0.03 -0.14 -0.066
H 4.050 3.232 -2.566 -0.02 0.01 -0.01 0.007
H 4.428 2.312 -1.105 0.01 -0.01 -0.02 0.001
H 3.219 3.614 -1.069 -0.02 -0.02 0.01 0.001
H 1.729 2.360 -2.527 0.03 0.06 -0.02 0.041
H 3.906 0.209 -2.836 0.00 0.01 0.00 0.003
H 3.437 1.400 -4.032 -0.01 0.01 0.00 -0.001
H 2.291 0.153 -3.582 -0.01 0.01 0.00 0.001
H 1.383 2.947 0.052 0.07 0.02 0.05 -0.003
H 0.501 1.879 2.075 0.03 -0.06 0.07 -0.002
H 0.384 -1.762 2.826 0.00 0.00 0.00 0.001
H 0.167 -0.121 3.506 -0.02 0.00 -0.02 0.002
H 1.772 -0.836 3.388 0.01 0.02 -0.01 -0.001
H 1.564 -2.009 0.517 0.07 0.01 0.00 -0.001
H 2.173 -0.953 -1.608 -0.09 -0.01 -0.03 0.007
F -2.224 -3.538 -2.400 0.01 -0.03 -0.02 0.000
C -3.220 -3.293 -1.620 -0.02 0.16 0.04 0.006
F -4.226 -2.736 -2.191 -0.01 -0.04 -0.01 0.001
F -3.514 -4.244 -0.809 -0.01 -0.02 -0.01 -0.001
S -2.487 -1.839 -0.396 -0.05 -0.27 0.15 -0.015
O -2.093 -0.551 -1.161 0.20 0.13 -0.09 0.081
O -1.198 -2.213 0.232 -0.15 -0.13 0.07 0.128
N -3.596 -1.464 0.629 0.00 -0.06 -0.10 0.042
S -3.639 -0.031 1.271 0.03 0.20 0.07 0.015
O -4.394 0.976 0.643 0.03 -0.05 0.01 0.022
O -2.065 0.458 1.416 -0.14 -0.11 -0.05 0.162
C -4.066 -0.327 3.145 0.01 0.00 -0.04 0.000
F -4.058 0.850 3.682 0.02 0.08 0.04 0.002
F -3.120 -1.101 3.601 0.06 -0.05 0.03 0.000
F -5.227 -0.891 3.142 -0.08 -0.04 -0.01 0.001
```
Positions in Å, forces in eV/Å.

<S²>: 6.043
E_HOMO (alpha / beta) in eV: -20.40 / -21.00
Net charge: +3
LUMO level (alpha / beta) in eV: -13.2 / -14.8
2S+1: 5
Gap between HOMO and LUMO (alpha / beta) in eV: 7.2 / 6.2

---

A cluster of 3 separate species, C5H7NO in total in a non-equilibrium geometry. Source: the OMol25 dataset; level of theory: ωB97M-V/def2-TZVPD.

```
14
Properties=species:S:1:pos:R:3:forces:R:3:nbo_charge:R:1
N 2.255 -1.503 0.100 -0.63 -0.45 0.89 -0.731
C 1.634 -1.964 0.980 0.73 0.39 -0.87 0.259
O 1.875 0.663 -1.718 -0.34 0.39 0.17 -0.541
C 1.096 1.465 -1.257 0.25 -0.21 -0.16 0.297
C -1.667 0.591 -0.044 0.06 -0.17 0.19 -0.223
C -1.679 -0.434 -1.142 -0.04 -0.13 -0.35 -0.438
C -1.286 -0.596 0.298 -0.06 0.26 0.04 -0.160
H 2.647 -0.984 -0.669 -0.13 0.06 0.05 0.466
H 0.402 2.032 -1.906 0.09 -0.09 0.05 0.122
H 1.030 1.675 -0.175 0.11 -0.10 -0.10 0.127
H -1.886 1.613 0.227 0.03 -0.17 -0.03 0.223
H -0.902 -0.424 -1.914 -0.12 0.00 0.14 0.173
H -2.629 -0.845 -1.495 0.15 0.06 0.09 0.181
H -0.922 -1.292 1.039 -0.09 0.15 -0.11 0.244
```
Positions in Å, forces in eV/Å.

E_HOMO in eV: -9.65
Net charge: 0
LUMO level in eV: 0.4
ΔE to the lowest compared entry with this formula, charge and spin in kJ/mol: 489.49
Gap between HOMO and LUMO in eV: 10.0

---

| no. | DFT total energy (Eh) |
| --- | --- |
| 1 | -2306.23349 |
| 2 | -324.53803 |